(1)
Density functional theory data (ωB97M-V with the def2-TZVPD basis set) for a 8-piece molecular cluster, C16H46O8 overall.

Element x y z (Å)
1 C -1.57731 -1.03083 -1.87491
2 C -1.56905 -2.47594 -2.32986
3 C -2.55350 -2.36810 -3.48562
4 O -3.62998 -1.57321 -2.94673
5 C -3.07715 -0.68296 -1.99182
6 H -0.93419 -0.36338 -2.45304
7 H -1.23228 -0.87495 -0.84485
8 H -2.05338 -3.10773 -1.58261
9 H -0.63333 -2.92895 -2.65188
10 H -2.99447 -3.30395 -3.83137
11 H -2.15741 -1.85065 -4.36722
12 H -3.55829 -0.86624 -1.02670
13 H -3.15717 0.37548 -2.25723
14 O -0.89181 2.69061 -1.22698
15 H -1.61841 2.42566 -0.64403
16 H -0.40409 3.34831 -0.72276
17 O 1.72845 -0.03039 3.11047
18 H 1.51061 0.31124 3.98177
19 H 1.05577 0.33833 2.51692
20 O 0.04249 1.18267 1.09131
21 H 0.11188 1.23728 0.12948
22 H -0.90401 1.24574 1.25903
23 C 1.87608 2.53062 -3.35797
24 C 2.79311 3.30978 -2.42108
25 C 2.69576 2.90483 -0.93715
26 O 4.15385 3.03989 -2.83331
27 H 2.27967 2.56686 -4.36371
28 H 0.89509 3.00257 -3.29686
29 H 1.78398 1.52699 -2.94424
30 H 2.60850 4.39024 -2.44453
31 H 3.34570 3.59875 -0.40139
32 H 2.93552 1.85308 -0.78702
33 H 1.70204 3.03036 -0.49330
34 H 4.73372 3.59417 -2.30145
35 C 4.58811 -1.05583 -1.49201
36 C 3.63087 -0.96768 -0.32300
37 C 2.16969 -0.96726 -0.74458
38 O 3.86642 -2.14279 0.48228
39 H 4.69545 -0.10334 -2.01845
40 H 4.19369 -1.76502 -2.22800
41 H 5.57232 -1.41449 -1.19783
42 H 3.85456 -0.08767 0.28915
43 H 1.95414 -0.24883 -1.53732
44 H 1.59900 -0.65679 0.14231
45 H 1.77844 -1.96387 -0.94280
46 H 3.03889 -2.34765 0.93482
47 C -1.03294 -2.57034 2.25238
48 C 0.23924 -3.16725 2.87079
49 C 0.26412 -4.67039 2.83484
50 O 1.39732 -2.70433 2.18217
51 H -1.91757 -2.91194 2.78966
52 H -1.11632 -2.87183 1.20385
53 H -0.96616 -1.48039 2.27953
54 H 0.25851 -2.78656 3.90146
55 H 0.34327 -5.04067 1.81114
56 H -0.54330 -5.15308 3.38077
57 H 1.20120 -5.00791 3.29636
58 H 1.65214 -1.84536 2.55376
59 C -3.69050 3.53372 2.28445
60 C -3.10653 2.15140 2.14180
61 C -4.05823 1.08490 2.67187
62 O -2.85572 1.88571 0.72312
63 H -3.81508 3.80723 3.33341
64 H -4.66589 3.58290 1.79522
65 H -3.04964 4.28677 1.82376
66 H -2.13792 2.07073 2.63439
67 H -4.13557 1.14649 3.75543
68 H -3.75880 0.09202 2.33468
69 H -5.05185 1.22786 2.23223
70 H -3.70172 2.01539 0.27898

Values from the calculation:
**Strongest force on any atom**: 1.3 eV/A
**SMILES string**: C1CCOC1.CC(C)O.CC(C)O.CC(C)O.CC(C)O.O.O.O
**Highest occupied orbital energy**: -9.5 eV
**Gap between HOMO and LUMO**: 9.67 eV

=====

(2)
Density functional theory data (ωB97M-V with the def2-TZVPD basis set) for a 8-piece molecular cluster, C32H50O23S overall.

Element x y z (Å)
1 C 5.66827 -3.13419 0.50521
2 C 4.96327 -1.74119 0.24621
3 C 3.89927 -1.84519 -0.79279
4 O 2.95927 -1.07419 -0.08379
5 C 3.23427 -0.84019 1.19721
6 O 2.58127 -0.11819 1.98321
7 O 4.28827 -1.36219 1.42721
8 H 6.72327 -3.13319 0.82821
9 H 5.65627 -3.65919 -0.28179
10 H 5.36027 -3.84719 1.15821
11 H 5.66127 -1.01519 0.11321
12 H 3.41527 -2.85119 -0.83179
13 H 4.40327 -1.38119 -1.58479
14 C 3.70727 2.16081 -0.39679
15 C 4.57427 2.50681 0.82321
16 C 6.10027 2.52881 0.75521
17 O 6.43427 3.84581 0.59921
18 C 5.33827 4.67381 0.85621
19 O 5.46727 5.95381 0.84021
20 O 4.28927 3.89781 1.11521
21 H 3.79627 1.22181 -0.76779
22 H 3.84727 2.75681 -1.24179
23 H 2.68927 2.11981 -0.17079
24 H 4.36927 1.79581 1.73021
25 H 6.65327 1.84781 -0.02579
26 H 6.50427 2.05081 1.62821
27 C -5.23073 1.30581 -0.75879
28 C -4.23073 1.08981 0.36121
29 C -4.58773 1.88581 1.58121
30 O -4.33973 0.93181 2.62621
31 C -4.18273 -0.25519 2.06021
32 O -4.08573 -1.27719 2.74021
33 O -4.11973 -0.26819 0.77321
34 H -4.80573 0.84181 -1.79679
35 H -5.50173 2.32481 -0.99079
36 H -6.15373 0.65881 -0.66679
37 H -3.11273 1.42281 0.05621
38 H -5.56173 2.24481 1.59121
39 H -3.82873 2.63581 1.52221
40 C -2.00373 -4.56719 0.54721
41 C -1.15373 -4.22119 1.60921
42 C -0.43773 -5.47319 2.31021
43 O 0.82627 -5.42019 1.82221
44 C 1.13727 -4.28819 1.26621
45 O 2.31727 -3.96419 1.04521
46 O 0.03227 -3.60219 1.14321
47 H -1.57273 -5.09119 -0.29979
48 H -2.28573 -3.58419 0.08721
49 H -2.66473 -5.21619 0.84621
50 H -1.79973 -3.63919 2.38821
51 H -0.87773 -6.44019 1.89521
52 H -0.27473 -5.51019 3.29121
53 C -0.34673 -1.34119 -1.07179
54 C -0.16773 -0.12219 -2.00979
55 C 0.14927 1.22281 -1.46679
56 O 0.97527 1.76981 -2.47179
57 C 1.54227 0.87881 -3.13579
58 O 2.34727 1.05281 -4.01079
59 O 0.92627 -0.33419 -2.83679
60 H -0.59673 -2.18019 -1.60879
61 H -1.18873 -1.31119 -0.38879
62 H 0.55627 -1.68919 -0.46779
63 H -1.12073 0.02281 -2.68879
64 H 0.62127 0.77581 -0.46279
65 H -0.80473 1.70281 -1.29279
66 C -1.41373 -0.38519 5.44021
67 C -0.47373 0.07681 4.30321
68 C -0.65473 -0.72419 3.04221
69 O -0.48873 0.04381 2.03721
70 C -0.52073 1.33381 2.48921
71 O -0.33873 2.26681 1.80421
72 O -0.76473 1.33981 3.73821
73 H -1.23973 -1.46519 5.86321
74 H -2.46373 -0.04519 4.93921
75 H -1.25473 0.54381 6.24821
76 H 0.62927 -0.12119 4.45121
77 H -1.71573 -1.24419 3.08821
78 H 0.01727 -1.56019 2.93221
79 C 1.31127 4.99481 -0.30979
80 C 1.70327 6.38181 -1.07179
81 C 2.86127 6.23881 -1.91679
82 O 2.27627 6.19181 -3.23879
83 C 1.00027 6.49681 -3.06879
84 O 0.27227 6.73281 -4.00679
85 O 0.68327 6.65081 -1.87179
86 H 0.99027 4.35181 -1.06379
87 H 0.27827 5.30881 0.14921
88 H 2.23927 4.68781 0.28421
89 H 2.00027 7.20581 -0.41379
90 H 3.44827 5.30881 -1.72179
91 H 3.54827 7.27381 -2.09679
92 C -4.00273 -1.83419 -3.47879
93 C -5.10873 -1.73319 -2.40479
94 C -5.84173 -3.05519 -2.39879
95 S -4.65073 -4.29119 -2.70479
96 O -5.09373 -5.10319 -3.73779
97 O -4.16173 -4.82119 -1.46479
98 C -3.38473 -3.18419 -3.30279
99 H -3.03873 -1.14119 -3.39579
100 H -4.49773 -1.76319 -4.49179
101 H -5.94973 -0.96119 -2.56679
102 H -4.74773 -1.70719 -1.45779
103 H -6.73173 -3.12719 -2.83179
104 H -6.00473 -3.03919 -1.41879
105 H -3.21773 -3.39619 -4.32179
106 H -2.47573 -3.05619 -2.81779

Values from the calculation:
**Strongest force on any atom**: 8.7 eV/A
**ΔE to the lowest compared entry with this formula, charge and spin**: 0.000 eV
**SMILES string**: C[C@H]1COC(=O)O1.C[C@H]1COC(=O)O1.C[C@H]1COC(=O)O1.C[C@H]1COC(=O)O1.C[C@H]1COC(=O)O1.C[C@H]1COC(=O)O1.C[C@H]1COC(=O)O1.O=S1(=O)CCCC1
**Highest occupied orbital energy**: -10.1 eV
**Gap between HOMO and LUMO**: 10.29 eV

=====

(3)
Density functional theory data (ωB97M-V with the def2-TZVPD basis set) for a 3-piece molecular cluster, C23H42FI2N6O2 overall.

Element x y z (Å)
1 C 1.62975 -3.82053 0.06420
2 C 0.30231 -3.14852 -0.04521
3 I 0.13399 -1.78605 -1.62002
4 C -0.72048 -3.38451 0.76974
5 I -0.70634 -4.81185 2.29021
6 N -1.94139 -2.67142 0.69107
7 C -2.19443 -1.37508 0.85872
8 N -3.47321 -1.08642 0.73102
9 C -4.05143 -2.26976 0.49158
10 N -5.35834 -2.43038 0.31520
11 F -5.79502 -3.69384 0.09368
12 N -3.15805 -3.25812 0.45675
13 H 1.63722 -4.77296 -0.46477
14 H 2.41847 -3.17101 -0.30769
15 H 1.86900 -4.01736 1.11134
16 H -1.40497 -0.66786 1.06901
17 H -6.04384 -1.69298 0.36676
18 H -3.28046 -4.24927 0.31373
19 C -6.03200 4.57157 -3.16658
20 C -4.61807 4.27117 -2.61188
21 C -3.84379 3.30828 -3.52223
22 C -4.27070 1.84624 -3.41189
23 C -4.22640 1.39613 -1.95340
24 C -5.07612 2.28126 -1.04082
25 N -4.69017 3.71617 -1.22178
26 O -3.63699 3.99738 -0.53895
27 C -6.56488 2.02973 -1.33724
28 C -4.85806 1.90590 0.41821
29 C -3.87507 5.60028 -2.58446
30 H -6.82465 4.02389 -2.67047
31 H -6.27372 5.62499 -3.03160
32 H -6.09223 4.35176 -4.23270
33 H -2.77984 3.37381 -3.27304
34 H -3.94162 3.65485 -4.55154
35 H -5.26798 1.70257 -3.83559
36 H -3.59565 1.22714 -4.00607
37 H -4.57126 0.36139 -1.85961
38 H -3.18731 1.41637 -1.60651
39 H -7.19472 2.73015 -0.78843
40 H -6.82804 1.02090 -1.01302
41 H -6.81913 2.08875 -2.39162
42 H -3.80922 1.93910 0.70055
43 H -5.21248 0.89160 0.58699
44 H -5.41180 2.57319 1.07972
45 H -4.32311 6.28436 -1.86452
46 H -3.94414 6.04935 -3.57587
47 H -2.82334 5.48278 -2.33469
48 C 4.64649 0.35817 2.55378
49 C 4.98303 -1.13876 2.76093
50 C 6.28333 -1.32372 3.55403
51 C 7.55596 -1.07832 2.74960
52 C 7.54840 -1.92700 1.48147
53 C 6.31176 -1.68201 0.61816
54 N 5.07014 -1.85836 1.44798
55 O 4.76237 -3.10267 1.56882
56 C 6.39783 -0.28349 -0.01532
57 C 6.26944 -2.67556 -0.53521
58 C 3.84077 -1.72586 3.58076
59 H 4.88933 0.72818 1.56499
60 H 3.57653 0.52733 2.67935
61 H 5.16694 0.98286 3.27944
62 H 6.31367 -2.34783 3.93902
63 H 6.25070 -0.66692 4.42458
64 H 7.66252 -0.01694 2.51057
65 H 8.42210 -1.34168 3.35807
66 H 8.43671 -1.72634 0.87965
67 H 7.58850 -2.98430 1.76078
68 H 5.47382 -0.03468 -0.53990
69 H 7.20748 -0.27610 -0.74412
70 H 6.61606 0.50797 0.69626
71 H 6.32104 -3.70559 -0.19136
72 H 7.12187 -2.49380 -1.18844
73 H 5.35790 -2.55394 -1.12325
74 H 2.90761 -1.71694 3.01393
75 H 3.70733 -1.11015 4.47088
76 H 4.04012 -2.74671 3.89823

Values from the calculation:
**Strongest force on any atom**: 1.4 eV/A
**Charge**: +1
**2S+1**: 3
**Highest occupied orbital energy (alpha / beta)**: -10.1 / -11.2 eV
**Gap between HOMO and LUMO (alpha / beta)**: 6.61 / 7.70 eV

=====

(4)
Density functional theory data (ωB97M-V with the def2-TZVPD basis set) for an isolated ion of composition C4H5BNO7S and charge -1.

Element x y z (Å)
1 B 0.27463 -0.21970 0.26835
2 C 2.31159 0.16340 -0.76268
3 C -1.92909 0.94130 0.05354
4 C 2.56864 0.11448 0.74688
5 C -2.27466 0.05048 -1.08188
6 N -2.77223 1.69885 0.57367
7 O -0.48100 -1.53203 0.03263
8 O 3.08379 0.22485 -1.66580
9 O -2.95593 -1.84052 0.49328
10 O 1.00023 0.14382 -0.98763
11 O 1.32956 -0.28395 1.29856
12 O 3.62291 -0.76987 1.04947
13 O -0.60433 0.83924 0.67133
14 S -1.92678 -1.68683 -0.53961
15 H 2.83561 1.12719 1.12675
16 H -1.79341 0.30824 -2.03963
17 H -3.37265 0.13777 -1.11352
18 H -2.30423 2.23390 1.31420
19 H 3.38735 -1.65063 0.56208

Values from the calculation:
**Strongest force on any atom**: 3.9 eV/A
**Charge**: -1
**ΔE to the lowest compared entry with this formula, charge and spin**: 0.000 eV
**Highest occupied orbital energy**: -5.6 eV
**Gap between HOMO and LUMO**: 8.82 eV

=====

(5)
Density functional theory data (ωB97M-V with the def2-TZVPD basis set) for an isolated molecule of C2F2O2S.

Element x y z (Å)
1 C 0.10600 0.04816 -0.20006
2 C -0.81350 -0.01864 0.72764
3 O 0.34878 1.04951 -1.15970
4 O 1.18793 -0.78788 -0.18271
5 F -0.86166 -1.05665 1.68961
6 F -1.93611 0.53658 0.53109
7 S 1.96856 0.22891 -1.40586

Values from the calculation:
**Strongest force on any atom**: 3.3 eV/A
**ΔE to the lowest compared entry with this formula, charge and spin**: 0.236 eV
**Highest occupied orbital energy**: -8.7 eV
**Gap between HOMO and LUMO**: 6.87 eV

=====

(6)
Density functional theory data (ωB97M-V with the def2-TZVPD basis set) for a 2-piece molecular cluster, C4H10N2O2 overall.

Element x y z (Å)
1 C 0.28936 -0.61389 1.07165
2 C -1.05034 -2.08773 -0.40088
3 C -0.84410 0.24484 -1.03739
4 N -0.76400 -0.73567 0.02017
5 N 1.35522 2.52349 0.26245
6 C 2.23792 2.51106 -0.55151
7 O 0.07789 0.54203 1.81994
8 O 3.05262 3.01208 -1.22143
9 H -0.85828 0.59883 2.04801
10 H 1.06190 2.01846 1.08184
11 H 1.30869 -0.56182 0.66077
12 H 0.22124 -1.51219 1.69819
13 H -1.32228 -2.70066 0.45853
14 H -1.90734 -2.12576 -1.07167
15 H -0.19478 -2.55754 -0.90453
16 H -0.10453 0.01847 -1.81934
17 H -1.82649 0.18681 -1.50413
18 H -0.73270 1.23918 -0.61066

Values from the calculation:
**Strongest force on any atom**: 3.1 eV/A
**ΔE to the lowest compared entry with this formula, charge and spin**: 2.508 eV
**SMILES string**: CN(C)CO.N=C=O
**Highest occupied orbital energy**: -8.7 eV
**Gap between HOMO and LUMO**: 9.37 eV